(1)
Here is C26H38As3IrN3O3 as an isolated structure from the Open Molecules 2025 dataset. Energies are from ωB97M-V/def2-TZVPD.

Calculated values
Multiplicity   5
Total charge   +1
⟨S²⟩   6.014
HOMO-LUMO gap (spin up / spin down)   7.58 / 6.14 eV
HOMO (spin up / spin down)   -9.819 / -10.607 eV

Atoms and positions in Å:
Ir  -0.327410  -0.035018  -0.391476
O  2.610141  1.479123  2.204620
C  1.615076  1.262315  1.558600
O  1.562053  0.559051  0.454291
C  0.287400  1.841676  1.989816
C  0.157171  2.589368  3.146733
C  -1.093447  3.083593  3.473719
C  -2.170070  2.811802  2.638711
C  -1.954048  2.055049  1.504092
N  -0.744108  1.591156  1.187932
H  1.036058  2.756324  3.753031
H  -1.234043  3.670247  4.371727
H  -3.163253  3.173633  2.863890
H  -2.764617  1.794869  0.833645
C  3.448528  0.332451  -1.947627
As  1.661019  -0.378355  -2.174151
C  2.038143  -2.281910  -2.122914
C  1.294281  -0.160737  -4.086796
C  0.693193  1.165166  -4.594095
C  0.594648  1.045175  -6.122091
C  -0.745091  1.441164  -4.105366
As  -1.214228  1.585031  -2.207443
C  -3.129722  1.833205  -2.399127
C  -0.638320  3.378676  -1.746517
C  1.589730  2.352698  -4.206791
As  3.415757  2.377546  -4.978816
C  3.061923  3.516358  -6.533497
C  4.054718  3.820277  -3.821439
H  3.485996  1.395873  -2.165298
H  4.110807  -0.205954  -2.624955
H  3.733125  0.170470  -0.910973
H  2.726182  -2.545877  -2.925957
H  1.112793  -2.845692  -2.226483
H  2.492646  -2.511595  -1.160361
H  0.669705  -1.006184  -4.380082
H  2.263525  -0.309245  -4.570825
H  -0.091970  0.243654  -6.402429
H  1.567846  0.812577  -6.557139
H  0.235067  1.974987  -6.568039
H  -1.440494  0.709180  -4.525371
H  -1.059499  2.410227  -4.505163
H  -3.342534  2.420709  -3.291554
H  -3.507615  2.358064  -1.523192
H  -3.616794  0.862503  -2.470475
H  -0.957385  4.078135  -2.518317
H  0.443716  3.412604  -1.644160
H  -1.085650  3.652008  -0.792340
H  1.730242  2.363800  -3.122128
H  1.104508  3.297861  -4.468255
H  2.691300  2.935220  -7.374426
H  4.004051  3.978713  -6.827296
H  2.346398  4.301999  -6.288355
H  4.221288  3.459511  -2.806796
H  3.347041  4.649648  -3.799618
H  5.005970  4.175711  -4.215283
O  -1.058718  -1.135511  1.151313
C  -1.502306  -2.345735  1.447171
C  -1.563066  -2.704943  2.803438
C  -2.033578  -3.937347  3.186147
C  -2.462885  -4.864199  2.229216
C  -2.400971  -4.527080  0.899999
C  -1.919868  -3.274536  0.485678
C  -1.849944  -2.931874  -0.919223
N  -1.440406  -1.779447  -1.446410
C  -1.562975  -1.906073  -2.819964
C  -2.044220  -3.131417  -3.124923
N  -2.215939  -3.767731  -1.918345
H  -1.224271  -1.976689  3.528568
H  -2.071163  -4.192749  4.237044
H  -2.839373  -5.831207  2.530349
H  -2.740532  -5.251208  0.168918
H  -1.309113  -1.105222  -3.485559
H  -2.278868  -3.599248  -4.064082
H  -2.559150  -4.704422  -1.795228

Force components x, y, z for each atom (eV/Å):
Ir 0.2 0.4 0.0
O 0.1 0.0 0.0
C 0.0 -0.1 -0.1
O 0.0 0.1 0.2
C -0.1 0.0 -0.1
C 0.0 0.0 0.0
C 0.0 0.0 0.0
C 0.0 0.0 0.0
C 0.1 0.0 0.0
N -0.1 0.1 0.1
H 0.0 0.0 0.0
H 0.0 0.0 0.0
H 0.0 0.0 0.0
H 0.0 0.0 0.0
C 0.0 -0.1 0.1
As -0.2 -0.4 -0.1
C 0.1 0.0 -0.1
C 0.0 0.1 0.0
C 0.0 0.0 0.1
C 0.0 0.1 0.0
C 0.0 0.0 0.0
As 0.0 0.1 0.0
C 0.0 0.0 0.0
C 0.0 0.0 0.0
C -0.1 -0.1 0.1
As 0.0 -0.1 -0.1
C 0.0 0.0 0.0
C 0.0 0.0 0.0
H 0.0 0.0 0.0
H 0.0 0.0 0.0
H 0.0 0.0 0.0
H 0.0 0.0 0.0
H 0.0 0.0 0.0
H 0.0 0.0 0.0
H 0.0 0.0 0.0
H 0.0 0.0 -0.1
H 0.0 0.0 0.0
H 0.0 0.0 0.0
H 0.0 0.0 0.0
H 0.0 0.0 0.0
H 0.0 0.0 -0.1
H 0.0 0.0 0.0
H 0.0 0.0 0.0
H 0.0 0.0 0.0
H 0.0 0.0 0.0
H 0.0 0.0 0.0
H 0.0 0.0 0.0
H 0.0 0.0 0.0
H 0.0 0.0 0.0
H 0.0 0.0 0.0
H 0.0 0.0 0.0
H 0.0 0.0 0.0
H 0.0 0.0 0.0
H 0.0 0.0 0.0
H 0.0 0.0 0.0
O 0.0 -0.2 0.2
C 0.1 0.2 0.0
C 0.0 0.0 0.1
C 0.0 0.0 0.0
C 0.0 0.1 0.1
C 0.0 0.0 0.0
C 0.0 -0.1 -0.1
C 0.0 0.1 0.0
N 0.1 -0.1 -0.3
C -0.1 0.0 0.2
C 0.0 0.0 0.0
N 0.0 -0.1 -0.1
H 0.0 0.0 0.0
H 0.0 0.0 0.0
H 0.0 0.0 0.0
H 0.0 0.0 0.0
H 0.0 0.0 0.0
H 0.0 0.0 0.0
H 0.0 0.0 0.0

Atomic partial charges in e from the Mulliken method, atoms 1 to 2: 2.3292, -0.6742

---

(2)
Here is a 6-piece molecular cluster, C26H38BClF5IN2O18 overall from the Open Molecules 2025 dataset. Energies are from ωB97M-V/def2-TZVPD.

Calculated values
Multiplicity   1
SMILES   [H]/N=C(/C)C[C@@H](CNCCCI)O[C@@H](Cl)B(O)OCC.O=C1OC[C@@H](F)O1.O=C1OC[C@@H](F)O1.O=C1OC[C@@H](F)O1.O=C1OC[C@@H](F)O1.O=C1OC[C@@H](F)O1
HOMO-LUMO gap   8.72 eV
HOMO   -8.641 eV

Atoms and positions in Å:
C  4.348389  0.490087  1.630638
C  3.475290  -0.687618  2.004136
O  2.101867  -0.264318  2.024418
B  1.204460  -0.921272  1.263645
O  1.271485  -2.290056  1.025947
C  0.009389  -0.096452  0.598964
Cl  0.807872  1.011463  -0.624548
O  -0.705030  0.588020  1.557623
C  -1.847529  1.332528  1.121471
C  -2.185146  2.318196  2.232534
N  -1.370813  3.518276  2.125204
C  -0.010487  3.388706  2.643606
C  0.835137  4.611181  2.312158
C  1.415695  4.635972  0.907561
I  0.047425  4.914934  -0.706381
C  -2.968586  0.379043  0.683377
C  -3.406231  -0.666406  1.685879
C  -4.143772  -0.225644  2.919887
N  -3.192355  -1.909789  1.513047
H  3.972378  0.965149  0.723386
H  5.363237  0.140807  1.435232
H  4.379705  1.229772  2.430396
H  3.626654  -1.517123  1.311892
H  3.726691  -1.062658  2.997483
H  1.740110  -2.480503  0.202694
H  -0.639652  -0.731219  -0.007209
H  -1.594284  1.942803  0.248223
H  -3.229491  2.611996  2.107501
H  -2.102632  1.823860  3.210636
H  -1.825276  4.284686  2.605813
H  -0.015740  3.245211  3.735899
H  0.452835  2.498442  2.218646
H  1.700923  4.601958  2.983067
H  0.273408  5.526989  2.517103
H  1.924165  3.699748  0.682818
H  2.123377  5.452323  0.794121
H  -3.816664  0.994278  0.366688
H  -2.632822  -0.153188  -0.210428
H  -4.650684  -1.082144  3.358271
H  -4.868689  0.557515  2.692820
H  -3.446288  0.173893  3.656874
H  -2.696611  -2.056260  0.630959
C  -4.681642  5.729569  -2.596307
C  -3.232725  6.157233  -2.714001
O  -3.324810  7.349564  -3.461742
C  -4.562114  7.888604  -3.256071
O  -4.875123  8.988153  -3.561401
O  -5.363461  6.987791  -2.644361
F  -2.481473  5.252526  -3.391072
H  -4.968754  5.116890  -3.450103
H  -4.918383  5.210888  -1.672318
H  -2.740063  6.368028  -1.761871
C  7.874954  -3.406951  3.304958
C  6.566570  -2.712678  3.639902
O  6.048210  -2.424063  2.356590
C  6.554439  -3.329776  1.472626
O  6.137053  -3.502679  0.378055
O  7.582019  -3.999837  2.036949
F  6.747552  -1.554863  4.315260
H  8.668655  -2.667124  3.189290
H  8.170048  -4.175009  4.012410
H  5.847487  -3.326969  4.184999
C  3.241833  -5.138523  -2.891494
C  2.060182  -4.802731  -2.001411
O  1.169243  -4.179320  -2.893525
C  1.438508  -4.627737  -4.157667
O  0.736906  -4.456875  -5.092753
O  2.613103  -5.297847  -4.164929
F  2.398190  -3.911996  -1.025192
H  3.933536  -4.295351  -2.924233
H  3.766745  -6.047359  -2.616553
H  1.567301  -5.654669  -1.531110
C  -0.946973  -4.494648  1.941648
C  -1.537687  -5.580415  1.067634
O  -0.907462  -6.744876  1.557290
C  -0.543999  -6.522130  2.856572
O  -0.186537  -7.367650  3.604209
O  -0.660242  -5.211284  3.149772
F  -1.211095  -5.417712  -0.243953
H  -0.018627  -4.124092  1.508120
H  -1.621642  -3.668080  2.149391
H  -2.619591  -5.701737  1.140044
C  -3.512762  0.963550  -6.195081
C  -2.646008  2.191065  -5.973727
O  -3.572646  3.118562  -5.442396
C  -4.584347  2.430223  -4.855547
O  -5.395334  2.911944  -4.135322
O  -4.524119  1.125413  -5.196730
F  -2.137233  2.676527  -7.127833
H  -3.969472  1.007615  -7.185095
H  -2.998837  0.018217  -6.054340
H  -1.831079  2.059429  -5.259637

Force components x, y, z for each atom (eV/Å):
C 0.0 -0.1 -0.1
C 0.1 -0.1 0.4
O 0.0 0.1 -0.4
B -0.1 -0.2 0.2
O 0.4 0.5 -0.3
C -0.3 -0.2 0.3
Cl 0.0 0.0 0.0
O 0.2 0.3 0.0
C -0.2 -0.1 -0.1
C -0.1 0.0 -0.1
N 0.1 0.0 0.1
C -0.1 0.0 0.1
C 0.0 -0.1 -0.1
C 0.1 0.0 0.1
I -0.1 0.1 -0.1
C 0.0 0.0 0.0
C 0.0 -0.1 0.0
C 0.0 -0.1 0.0
N 0.0 0.2 0.0
H 0.0 0.0 0.0
H 0.0 0.0 0.1
H 0.0 0.0 0.0
H -0.1 0.0 -0.1
H 0.0 0.0 0.0
H -0.2 -0.4 0.0
H 0.1 0.0 -0.1
H 0.2 -0.1 0.0
H 0.0 0.0 0.0
H 0.1 0.0 0.0
H 0.0 0.0 0.0
H 0.0 0.0 0.0
H 0.0 0.0 0.0
H 0.0 0.1 0.0
H 0.0 0.0 0.0
H 0.0 0.0 0.0
H 0.0 0.0 0.0
H 0.0 0.0 0.1
H 0.0 0.1 0.0
H 0.0 0.0 0.0
H 0.0 0.0 0.0
H 0.0 0.0 0.0
H 0.0 0.0 0.0
C 0.0 -0.1 0.0
C -0.1 0.0 0.1
O 0.1 0.1 0.1
C 0.0 0.0 -0.1
O 0.0 0.0 0.0
O 0.0 0.0 0.0
F 0.0 0.0 -0.1
H 0.0 0.0 0.0
H 0.0 0.1 0.1
H 0.1 -0.1 0.0
C 0.0 0.0 0.0
C 0.0 -0.1 -0.1
O -0.2 -0.1 0.0
C 0.0 0.0 -0.1
O 0.0 0.0 0.0
O 0.0 0.0 0.0
F 0.1 0.0 0.0
H 0.0 0.0 0.0
H 0.0 -0.1 0.0
H 0.0 0.1 0.1
C 0.0 0.0 0.0
C 0.0 0.0 -0.1
O -0.1 -0.2 0.0
C 0.0 0.1 0.0
O 0.0 0.0 0.0
O 0.0 0.0 0.0
F 0.1 0.0 0.0
H 0.0 0.0 0.1
H -0.1 -0.1 -0.1
H 0.0 0.1 0.1
C -0.1 0.1 0.0
C 0.0 0.0 0.1
O -0.2 -0.1 0.1
C 0.1 0.0 0.0
O 0.0 0.0 0.0
O 0.0 -0.1 0.0
F 0.1 0.0 0.0
H 0.0 0.0 0.0
H -0.1 -0.1 0.1
H 0.0 0.1 -0.1
C 0.0 0.0 -0.1
C -0.1 0.0 0.1
O 0.1 0.0 0.1
C 0.0 0.0 -0.1
O 0.0 -0.1 0.0
O 0.0 0.0 0.0
F -0.1 0.0 0.0
H 0.1 0.0 0.0
H 0.0 0.0 0.1
H 0.1 0.0 -0.1

Atomic partial charges in e from the Mulliken method, atoms 1 to 2: -1.2148, 0.0632

---

(3)
Here is one molecule with the formula C26H38F3N3O3S from the Open Molecules 2025 dataset. Energies are from ωB97M-V/def2-TZVPD.

Calculated values
Multiplicity   1
SMILES   CCCCCC1=C(C(F)(F)F)C(=O)C(CCCCCCCSc2nnco2)=C(CCCCCN)C1=O
HOMO-LUMO gap   6.86 eV
HOMO   -8.650 eV

Atoms and positions in Å:
C  -1.188792  3.819453  0.536924
C  -0.671836  4.233060  -0.998603
C  0.958315  4.184238  -1.170937
C  1.290260  3.299570  -2.547304
C  2.712455  2.477520  -2.463273
C  2.427081  0.940421  -1.969792
C  1.784082  -0.135945  -2.825540
C  1.287127  0.167488  -4.359247
F  1.132106  -1.168363  -5.047910
F  2.273436  0.921484  -5.189547
F  -0.089283  0.786141  -4.433549
C  1.599311  -1.603506  -2.044696
O  1.786958  -2.791973  -2.624067
C  1.200468  -1.509928  -0.423342
C  0.096622  -2.576495  0.229620
C  -1.223912  -1.639132  0.618783
C  -2.627751  -2.216828  -0.018619
C  -3.799581  -2.217463  1.127440
C  -5.164983  -1.402137  0.729653
C  -5.644332  -1.565039  -0.829989
C  -5.690273  -3.118719  -1.375785
S  -5.374417  -3.044780  -3.232639
C  -3.828702  -4.014384  -3.705508
N  -2.865863  -3.576864  -4.829472
N  -1.914798  -4.618956  -4.785595
C  -2.106982  -5.692649  -3.734820
O  -3.357549  -5.262885  -3.054595
C  1.864162  -0.442122  0.427611
C  1.590666  -0.271080  2.053532
C  2.980232  -0.324589  2.956848
C  3.227192  1.213450  3.557735
C  4.779695  1.446291  4.033809
C  4.807365  1.943689  5.629650
N  4.206218  3.348566  5.678044
C  2.902843  0.561687  -0.414164
O  4.023723  1.047246  0.132503
H  -0.484682  3.039333  1.053912
H  -1.398589  4.777590  1.205158
H  -2.246383  3.289255  0.385133
H  -1.056533  5.331474  -1.227801
H  -1.268448  3.525141  -1.722291
H  1.523871  3.610566  -0.300242
H  1.362851  5.282991  -1.335877
H  0.435661  2.466430  -2.575198
H  1.312562  3.957603  -3.516749
H  3.367358  2.533323  -3.438468
H  3.354047  3.017374  -1.613572
H  0.520342  -3.183659  1.136113
H  -0.230797  -3.270330  -0.684852
H  -1.068063  -0.554041  0.147183
H  -1.232574  -1.508882  1.782942
H  -2.858255  -1.576068  -0.970131
H  -2.430156  -3.347578  -0.316344
H  -4.148798  -3.310748  1.453374
H  -3.377335  -1.708531  2.121237
H  -6.084487  -1.767972  1.397477
H  -5.067655  -0.243550  0.948300
H  -6.767010  -1.163689  -0.876249
H  -5.041670  -0.907181  -1.600283
H  -4.925476  -3.840027  -0.855955
H  -6.770979  -3.535142  -1.098809
H  -1.501778  -6.659136  -3.471684
H  1.087875  0.760366  2.287707
H  0.887146  -1.129650  2.490424
H  2.871713  -1.017870  3.918289
H  3.910997  -0.712104  2.359082
H  2.893115  2.050158  2.801203
H  2.559205  1.302131  4.530493
H  5.433865  0.490635  3.847543
H  5.219782  2.349556  3.394827
H  4.116448  1.213966  6.242362
H  5.898927  2.004272  6.066603
H  3.173169  3.333504  5.500698
H  4.649468  3.904027  4.901289

Force components x, y, z for each atom (eV/Å):
C -1.1 0.1 -0.7
C -0.6 0.5 1.1
C 0.0 -0.6 -1.5
C -0.3 -0.8 0.4
C 0.5 0.2 1.2
C -1.0 -2.3 -2.1
C 1.6 2.8 3.0
C -0.4 -2.1 -1.6
F 0.5 4.6 2.1
F -3.6 -2.1 2.8
F 4.8 -1.7 0.1
C 0.6 -4.3 -1.9
O -1.4 7.6 3.6
C 2.0 2.6 2.1
C -0.1 1.3 -1.9
C 0.4 0.5 -0.5
C 0.7 -0.7 1.0
C -0.8 0.4 0.7
C -0.7 0.2 -0.1
C -0.8 0.2 -0.1
C -0.2 0.0 1.7
S 1.5 -1.7 0.1
C 3.7 -0.7 -1.5
N -2.2 -5.5 6.1
N -0.7 -3.0 3.0
C -2.7 6.5 -3.2
O 0.9 2.1 -2.7
C -1.4 -2.3 -2.7
C 0.6 -0.7 0.2
C 0.0 1.0 0.6
C 0.4 -0.6 0.5
C 0.0 0.6 0.3
C -0.5 0.0 -1.3
N 0.2 -0.7 -0.7
C 3.1 0.9 2.4
O -6.9 -2.7 -3.5
H -1.2 1.7 -0.9
H 0.8 -2.2 -1.3
H 2.3 1.1 0.5
H 0.8 -2.3 0.5
H 1.6 1.3 1.2
H -1.4 1.5 -1.6
H -0.6 -2.4 0.7
H 1.8 2.0 -0.4
H -0.3 -1.3 1.9
H -1.6 -0.4 1.9
H -1.2 -1.5 -1.8
H -0.8 1.2 -1.9
H 0.9 1.3 2.2
H -0.2 -2.4 1.2
H -0.3 -0.3 -2.2
H 0.2 -1.4 1.9
H -0.5 2.4 0.3
H 1.0 2.3 -0.9
H -0.9 -1.2 -2.2
H 2.1 0.7 -1.3
H 0.0 -2.4 -0.5
H 2.4 -0.8 0.0
H -1.0 -1.4 1.8
H -1.3 1.6 -1.1
H 2.4 0.7 -1.1
H -1.5 2.3 -0.5
H 0.8 -2.0 -0.7
H 1.4 1.9 -1.5
H 0.0 1.3 -2.2
H -1.9 0.9 1.0
H 0.7 -1.8 1.4
H 1.1 -0.1 -2.0
H -1.3 1.8 0.4
H -0.7 -2.1 1.3
H 1.6 1.5 -1.0
H -2.3 -0.3 -0.9
H 1.4 -0.1 0.1
H -0.7 -0.8 1.1

Atomic partial charges in e from the Mulliken method, atoms 1 to 2: -0.6042, -0.4325

---

| no. | largest force on an atom (hartree/bohr) | electronic energy (a.u.) |
| --- | --- | --- |
| 1 | 0.009 | -8214.91084 |
| 2 | 0.014 | -3759.57439 |
| 3 | 0.165 | -2100.54210 |